DFT (ωB97M-V/def2-TZVPD) results for a structure of composition C12H27ClIN2OP2Ru.

Atoms and positions in Å:
1 C 2.533 -3.673 -1.412
2 C 1.758 -2.503 -0.907
3 H 3.251 -4.011 -0.661
4 H 3.066 -3.401 -2.328
5 H 1.852 -4.494 -1.657
6 O 1.864 -1.954 0.176
7 I 0.378 -2.005 -2.585
8 Ru -0.301 -0.264 -0.977
9 P -1.122 -1.508 0.666
10 C -1.284 -1.185 2.461
11 C -2.863 -1.463 0.119
12 H -3.277 -2.474 0.221
13 H -1.452 -3.753 1.547
14 H -2.933 -1.108 -0.918
15 H -0.984 -3.804 -0.182
16 H -2.021 -0.388 2.639
17 H -3.411 -0.782 0.779
18 C -0.796 -3.319 0.780
19 H -1.639 -2.097 2.967
20 H 0.251 -3.474 1.062
21 H -0.310 -0.890 2.875
22 P 1.568 0.919 -0.821
23 C 2.221 1.968 0.530
24 C 3.187 0.276 -1.423
25 H 0.305 1.816 -2.704
26 H 2.042 2.331 -2.706
27 H 0.879 3.092 -1.584
28 C 1.149 2.160 -2.092
29 H 3.087 -0.126 -2.435
30 H 3.920 1.094 -1.419
31 H 3.243 2.296 0.278
32 H 2.238 1.398 1.469
33 H 3.524 -0.521 -0.751
34 H 1.595 2.865 0.650
35 Cl -1.665 0.033 -2.983
36 C -0.438 1.892 2.294
37 C -1.287 2.111 1.117
38 N -1.374 1.487 -0.059
39 C -2.367 2.143 -0.786
40 C -2.871 3.166 -0.028
41 N -2.181 3.127 1.159
42 H 0.137 2.810 2.474
43 H -1.094 1.701 3.153
44 H 0.229 1.045 2.117
45 H -2.645 1.840 -1.783
46 H -3.646 3.872 -0.274
47 H -2.315 3.755 1.942

Its multiplicity is 6. Its charge is +2. The value obtained for the orbital gap (spin up / spin down) is 7.4472 / 5.8289 eV.

DFT (ωB97M-V/def2-TZVPD) results for a cluster of 9 separate species, C34H35F4N5 in total.

Atoms and positions in Å:
1 F -23.117 -1.767 3.350
2 C -24.321 -1.393 3.030
3 C -24.612 -0.040 2.786
4 C -25.904 0.377 2.429
5 C -26.915 -0.581 2.360
6 C -26.667 -1.922 2.616
7 C -25.394 -2.321 3.025
8 H -23.841 0.712 2.862
9 H -26.039 1.423 2.193
10 H -27.896 -0.334 1.980
11 H -27.460 -2.647 2.510
12 H -25.207 -3.333 3.352
13 F -23.347 1.734 5.246
14 C -22.655 2.886 5.268
15 C -21.242 2.852 5.371
16 C -20.548 4.064 5.450
17 C -21.202 5.257 5.352
18 C -22.632 5.286 5.218
19 C -23.382 4.099 5.233
20 H -20.685 1.927 5.388
21 H -19.470 4.059 5.507
22 H -20.688 6.207 5.351
23 H -23.033 6.289 5.213
24 H -24.462 4.109 5.266
25 F -21.856 0.911 -1.456
26 C -22.457 1.674 -0.507
27 C -21.924 1.793 0.756
28 C -22.504 2.520 1.794
29 C -23.688 3.168 1.518
30 C -24.388 2.963 0.285
31 C -23.719 2.247 -0.764
32 H -21.008 1.237 0.891
33 H -21.967 2.632 2.723
34 H -24.208 3.741 2.273
35 H -25.378 3.356 0.112
36 H -24.236 2.126 -1.704
37 F -16.301 -2.457 1.605
38 C -17.468 -1.916 1.998
39 C -18.513 -2.720 2.573
40 C -19.668 -2.134 3.113
41 C -19.788 -0.738 2.941
42 C -18.835 0.054 2.297
43 C -17.592 -0.520 1.940
44 H -18.407 -3.794 2.600
45 H -20.427 -2.729 3.599
46 H -20.611 -0.277 3.467
47 H -19.112 1.086 2.138
48 H -16.831 0.051 1.429
49 C -21.673 -5.818 4.426
50 C -21.297 -4.812 5.452
51 N -20.997 -4.033 6.242
52 H -22.280 -5.349 3.653
53 H -22.151 -6.638 4.963
54 H -20.749 -6.177 3.973
55 C -15.158 -2.193 4.255
56 C -14.222 -2.861 3.326
57 N -13.384 -3.320 2.657
58 H -14.892 -2.385 5.295
59 H -16.168 -2.578 4.118
60 H -15.157 -1.119 4.072
61 C -16.782 -7.268 6.073
62 C -17.554 -6.481 5.077
63 N -18.135 -5.849 4.308
64 H -16.664 -8.280 5.686
65 H -17.329 -7.212 7.014
66 H -15.755 -6.933 6.220
67 C -13.679 -1.614 -0.225
68 C -13.006 -0.887 -1.300
69 N -12.496 -0.302 -2.160
70 H -13.794 -2.669 -0.474
71 H -14.637 -1.174 0.051
72 H -12.985 -1.489 0.606
73 C -16.807 4.218 1.159
74 C -18.082 4.122 1.869
75 N -19.063 4.016 2.461
76 H -17.065 4.166 0.101
77 H -16.054 3.464 1.388
78 H -16.344 5.177 1.394

The value obtained for the orbital gap is 9.2578 eV. As for the SMILES: Fc1ccccc1.Fc1ccccc1.Fc1ccccc1.Fc1ccccc1.CC#N.CC#N.CC#N.CC#N.CC#N.

DFT (ωB97M-V/def2-TZVPD) results for a structure of composition C27H51N2OP3RuS.

Atoms and positions in Å:
1 Ru 0.479 -0.187 0.187
2 P -0.517 -2.101 0.949
3 P 0.620 1.332 1.944
4 P 2.600 -0.948 0.469
5 H 0.774 1.313 -2.068
6 C 1.257 0.384 -1.750
7 C 0.544 -0.869 -1.851
8 H -0.445 -0.881 -2.318
9 C -2.304 -2.428 0.694
10 C -0.386 -2.270 2.768
11 C 0.178 -3.643 0.244
12 C 1.425 2.856 1.321
13 C -0.876 2.035 2.737
14 C 1.592 0.840 3.422
15 C 3.338 -2.012 -0.848
16 C 3.020 -1.962 1.946
17 C 3.833 0.421 0.541
18 H 2.343 0.381 -1.878
19 H 1.111 -1.790 -1.999
20 H -2.568 -2.241 -0.353
21 H -2.921 -1.789 1.338
22 H -2.518 -3.480 0.931
23 H -0.898 -1.426 3.250
24 H 0.661 -2.282 3.089
25 H -0.867 -3.206 3.090
26 H 0.034 -3.624 -0.843
27 H -0.367 -4.504 0.658
28 H 1.245 -3.757 0.458
29 H 1.510 3.595 2.130
30 H 0.797 3.270 0.521
31 H 2.417 2.647 0.911
32 H -0.581 2.759 3.509
33 H -1.484 1.249 3.200
34 H -1.488 2.548 1.985
35 H 1.525 1.632 4.182
36 H 2.648 0.678 3.185
37 H 1.175 -0.080 3.849
38 H 4.370 -2.278 -0.573
39 H 3.365 -1.492 -1.812
40 H 2.759 -2.936 -0.965
41 H 4.108 -2.123 1.975
42 H 2.529 -2.940 1.900
43 H 2.722 -1.456 2.869
44 H 4.856 0.018 0.562
45 H 3.683 1.041 1.431
46 H 3.733 1.055 -0.348
47 C 7.010 0.346 -3.562
48 C 7.829 1.482 -3.720
49 C 8.207 1.896 -4.999
50 C 7.793 1.178 -6.126
51 C 7.010 0.027 -5.971
52 C 6.629 -0.393 -4.696
53 S 6.450 -0.169 -1.997
54 H 6.917 0.873 -1.262
55 H 8.144 2.021 -2.829
56 H 8.830 2.787 -5.120
57 H 8.081 1.511 -7.126
58 H 6.691 -0.546 -6.841
59 H 6.027 -1.288 -4.552
60 C -6.723 -0.944 3.127
61 C -6.947 0.393 2.448
62 N -6.136 0.604 1.231
63 C -6.864 0.428 -0.042
64 C -7.765 1.611 -0.358
65 C -4.786 0.745 1.396
66 O -4.300 0.672 2.540
67 C -3.846 0.982 0.248
68 C -4.143 1.602 -0.970
69 C -3.142 1.643 -1.936
70 C -1.879 1.124 -1.640
71 N -1.539 0.677 -0.418
72 C -2.515 0.619 0.505
73 H -6.872 -1.765 2.413
74 H -7.432 -1.069 3.954
75 H -5.710 -0.987 3.532
76 H -7.986 0.502 2.130
77 H -6.689 1.195 3.152
78 H -6.136 0.273 -0.844
79 H -7.483 -0.480 0.038
80 H -7.184 2.540 -0.407
81 H -8.247 1.461 -1.331
82 H -8.549 1.726 0.400
83 H -5.124 2.034 -1.141
84 H -3.304 2.038 -2.938
85 H -1.122 1.062 -2.417
86 H -2.230 0.244 1.492

Its multiplicity is 6. Its charge is +3. The value obtained for the orbital gap (spin up / spin down) is 3.7108 / 3.3280 eV.

DFT (ωB97M-V/def2-TZVPD) results for a structure of composition C28H42BrN5O5PRu.

Atoms and positions in Å:
1 Ru -1.033 0.631 1.187
2 Br -1.695 -6.781 2.016
3 C -2.033 -4.974 1.756
4 C -3.340 -4.530 1.618
5 C -3.592 -3.179 1.461
6 C -2.539 -2.274 1.421
7 C -1.238 -2.737 1.519
8 C -0.976 -4.083 1.708
9 N -2.755 -0.855 1.357
10 C -3.869 -0.301 1.580
11 C -3.943 1.173 1.597
12 C -5.112 1.856 1.805
13 C -5.091 3.247 1.812
14 C -3.894 3.910 1.601
15 C -2.754 3.164 1.398
16 N -2.783 1.821 1.406
17 H -4.157 -5.240 1.643
18 H -4.621 -2.852 1.354
19 H -0.403 -2.047 1.487
20 H 0.037 -4.442 1.829
21 H -4.766 -0.867 1.800
22 H -6.033 1.305 1.961
23 H -6.006 3.806 1.978
24 H -3.838 4.992 1.589
25 H -1.801 3.642 1.218
26 C -0.346 -0.664 5.280
27 C -0.535 0.541 4.426
28 N -0.352 1.734 4.945
29 O -0.860 0.388 3.207
30 H -0.442 -0.438 6.340
31 H 0.660 -1.054 5.095
32 H -1.064 -1.429 4.993
33 H -0.108 1.841 5.917
34 H -0.430 2.568 4.386
35 C 2.434 -3.449 -1.411
36 C 1.990 -2.091 -1.897
37 C 3.115 -1.355 -2.601
38 C 0.741 -2.175 -2.743
39 O 1.554 -1.347 -0.614
40 P 1.760 0.093 -0.162
41 O 1.181 1.042 -1.346
42 O 0.971 0.335 1.124
43 O 3.194 0.558 -0.136
44 C 4.290 0.458 0.970
45 C 4.293 -0.964 1.497
46 C 3.951 1.476 2.035
47 C 5.555 0.807 0.229
48 H 2.693 -4.068 -2.274
49 H 1.632 -3.948 -0.867
50 H 3.315 -3.371 -0.768
51 H 3.264 -1.829 -3.572
52 H 4.055 -1.422 -2.046
53 H 2.893 -0.297 -2.780
54 H 0.946 -2.779 -3.631
55 H 0.417 -1.181 -3.084
56 H -0.074 -2.647 -2.186
57 H 3.322 -1.249 1.923
58 H 5.036 -1.040 2.293
59 H 4.564 -1.677 0.714
60 H 3.000 1.252 2.524
61 H 3.914 2.483 1.613
62 H 4.737 1.454 2.793
63 H 5.740 0.105 -0.589
64 H 6.394 0.753 0.924
65 H 5.506 1.821 -0.178
66 N -1.031 0.852 -0.615
67 C -0.136 1.081 -1.603
68 N -0.449 1.396 -2.812
69 C -1.869 1.560 -3.242
70 C -2.021 2.873 -4.004
71 C -1.024 2.989 -5.194
72 C 0.003 1.845 -5.204
73 C 0.625 1.658 -3.832
74 H -2.505 1.522 -2.370
75 H -2.114 0.707 -3.871
76 H -1.891 3.701 -3.306
77 H -3.054 2.916 -4.348
78 H -0.500 3.942 -5.139
79 H -1.560 2.991 -6.138
80 H 0.811 2.051 -5.905
81 H -0.455 0.908 -5.531
82 H 1.167 2.553 -3.518
83 H 1.332 0.833 -3.812

Its multiplicity is 5. Its charge is +3. The value obtained for the orbital gap (spin up / spin down) is 6.7510 / 5.0480 eV.

DFT (ωB97M-V/def2-TZVPD) results for a structure of composition CH20Na3O13.

Atoms and positions in Å:
1 Na 5.634 -0.986 1.592
2 Na 2.085 -3.921 5.366
3 Na 3.042 -5.122 -0.700
4 C 0.327 -1.052 0.531
5 O -0.040 -1.459 -0.560
6 O 1.100 -1.742 1.195
7 O 0.197 0.149 0.797
8 O -1.420 -1.632 5.539
9 H -2.367 -1.549 5.650
10 H -1.197 -0.972 4.882
11 O 3.534 -1.179 -3.385
12 H 2.629 -0.997 -3.132
13 H 3.903 -0.320 -3.590
14 O -3.887 -4.565 -0.412
15 H -3.086 -4.150 -0.732
16 H -4.363 -4.812 -1.205
17 O -1.350 3.089 -3.123
18 H -1.998 2.517 -3.533
19 H -1.150 2.665 -2.288
20 O 0.682 5.152 1.825
21 H 0.516 4.287 1.449
22 H 0.373 5.085 2.728
23 O 3.915 2.634 -1.064
24 H 3.076 2.256 -0.800
25 H 3.689 3.492 -1.422
26 O -4.092 -0.189 -2.971
27 H -3.305 -0.594 -2.605
28 H -4.275 0.549 -2.389
29 O -3.715 2.506 2.363
30 H -3.719 3.431 2.115
31 H -2.912 2.158 1.975
32 O -0.324 -3.511 -5.251
33 H -0.422 -3.278 -4.328
34 H -0.916 -4.253 -5.375
35 O 3.513 1.905 3.861
36 H 2.666 1.631 3.509
37 H 3.657 2.776 3.489

Its charge is +1. The value obtained for the orbital gap is 2.6315 eV.

DFT (ωB97M-V/def2-TZVPD) results for a structure of composition C36H36FFeN8O5S.

Atoms and positions in Å:
1 Fe 1.183 0.971 1.254
2 O 7.023 1.063 4.732
3 C 6.949 1.036 3.490
4 O 7.820 0.932 2.606
5 C 5.519 1.137 2.948
6 C 5.281 1.192 1.578
7 C 3.987 1.328 1.129
8 N 2.955 1.427 1.963
9 C 3.155 1.292 3.270
10 C 4.423 1.160 3.801
11 C 1.880 1.253 4.044
12 C 1.829 1.186 5.428
13 C 0.592 1.115 6.044
14 C -0.560 1.128 5.267
15 C -0.422 1.220 3.895
16 N 0.769 1.287 3.299
17 C 3.570 1.351 -0.304
18 C 4.461 1.339 -1.365
19 C 3.958 1.408 -2.652
20 C 2.586 1.504 -2.849
21 C 1.768 1.497 -1.737
22 N 2.246 1.412 -0.496
23 H 6.143 1.110 0.928
24 H 4.625 1.060 4.860
25 H 2.739 1.181 6.012
26 H 0.529 1.047 7.123
27 H -1.543 1.059 5.712
28 H -1.281 1.257 3.234
29 H 5.525 1.279 -1.185
30 H 4.635 1.397 -3.497
31 H 2.161 1.589 -3.840
32 H 0.691 1.582 -1.820
33 C -3.175 -5.229 0.081
34 C -1.885 -4.945 -0.665
35 N -1.451 -3.547 -0.513
36 C -0.575 -3.244 0.471
37 C -0.151 -1.995 0.789
38 C 0.900 -1.870 1.875
39 O 0.969 -2.787 2.679
40 O 1.644 -0.837 1.799
41 C -0.693 -0.888 0.082
42 O -0.500 0.298 0.397
43 C -1.562 -1.214 -1.062
44 C -2.021 -0.202 -1.904
45 C -2.831 -0.493 -2.957
46 F -3.193 0.498 -3.804
47 C -3.294 -1.800 -3.198
48 C -2.853 -2.797 -2.360
49 C -1.949 -2.535 -1.314
50 N -4.224 -2.113 -4.224
51 C -3.942 -3.247 -5.097
52 C -5.240 -4.036 -5.294
53 N -6.381 -3.068 -5.081
54 C -6.073 -1.757 -5.755
55 C -4.946 -1.072 -4.957
56 H -3.467 -6.271 -0.051
57 H -3.990 -4.594 -0.274
58 H -3.049 -5.045 1.149
59 H -1.974 -5.169 -1.727
60 H -1.073 -5.565 -0.292
61 H -0.188 -4.079 1.045
62 H -1.721 0.822 -1.712
63 H -3.245 -3.796 -2.493
64 H -3.184 -3.895 -4.670
65 H -3.561 -2.899 -6.063
66 H -5.366 -4.836 -4.568
67 H -5.334 -4.442 -6.299
68 H -6.435 -2.889 -4.076
69 H -7.269 -3.462 -5.386
70 H -6.979 -1.158 -5.779
71 H -5.783 -1.999 -6.774
72 H -5.368 -0.364 -4.249
73 H -4.320 -0.518 -5.658
74 C 2.994 4.357 0.576
75 N 2.252 4.428 1.815
76 C 2.784 5.178 2.954
77 C 1.675 5.027 4.007
78 N 0.573 4.515 3.193
79 C 0.975 4.082 1.987
80 S -0.038 3.228 0.902
81 H 4.021 4.056 0.790
82 H 3.003 5.327 0.073
83 H 2.528 3.623 -0.071
84 H 2.954 6.220 2.674
85 H 3.731 4.749 3.279
86 H 1.417 5.974 4.472
87 H 1.948 4.315 4.785
88 H -0.280 4.157 3.584

Its charge is +1. The value obtained for the orbital gap is 5.1843 eV.

DFT (ωB97M-V/def2-TZVPD) results for a structure of composition C8H10N2O.

Atoms and positions in Å:
1 C 1.339 1.831 0.943
2 C -0.477 2.723 0.817
3 C 0.071 1.593 0.160
4 C -0.403 -0.581 -0.103
5 C 0.493 -0.710 -1.096
6 C 0.607 -2.016 -1.875
7 C -0.003 -3.087 -1.278
8 C -1.124 -1.723 0.270
9 H 1.449 0.968 1.701
10 H 2.123 2.167 0.200
11 H 1.409 3.848 1.272
12 H -1.019 2.498 1.641
13 H -0.928 3.439 0.149
14 H -0.008 1.639 -0.933
15 H 1.153 0.046 -1.556
16 H 1.623 -2.140 -2.381
17 H 0.098 -4.180 -1.562
18 H -1.723 -1.694 1.265
19 N 0.788 3.089 1.513
20 N -0.931 -2.935 -0.214
21 O -0.774 0.518 0.511

The value obtained for the orbital gap is 9.7384 eV.

DFT (ωB97M-V/def2-TZVPD) results for a structure of composition C19H10F5I2N2O2SeY.

Atoms and positions in Å:
1 Y 0.204 0.077 -1.236
2 O -1.845 -4.277 5.215
3 C -1.664 -4.332 3.894
4 O -1.580 -5.375 3.318
5 C -1.570 -3.029 3.126
6 C -1.989 -1.793 3.608
7 C -1.903 -0.653 2.822
8 C -1.392 -0.752 1.532
9 C -0.972 -1.992 1.053
10 C -1.060 -3.124 1.835
11 N -1.239 0.342 0.631
12 C -1.651 1.530 0.867
13 C -1.423 2.591 -0.116
14 C -1.816 3.890 0.149
15 C -1.597 4.870 -0.815
16 C -1.000 4.508 -2.007
17 C -0.621 3.183 -2.194
18 N -0.817 2.235 -1.276
19 H -1.800 -3.383 5.573
20 H -2.411 -1.692 4.600
21 H -2.231 0.290 3.235
22 H -0.589 -2.105 0.037
23 H -0.756 -4.096 1.471
24 H -2.177 1.795 1.780
25 H -2.288 4.131 1.091
26 H -1.892 5.894 -0.632
27 H -0.816 5.230 -2.789
28 H -0.142 2.885 -3.119
29 F 5.303 -1.299 -4.142
30 C 4.553 -0.863 -3.160
31 C 3.588 0.106 -3.402
32 F 3.397 0.588 -4.618
33 C 2.811 0.538 -2.341
34 F 1.782 1.443 -2.606
35 C 2.936 0.064 -1.034
36 Se 1.988 0.788 0.498
37 C 3.885 -0.948 -0.847
38 F 4.046 -1.466 0.355
39 C 4.695 -1.396 -1.879
40 F 5.592 -2.328 -1.662
41 I -2.768 -0.798 -2.099
42 I -2.768 -1.280 -4.715

Its charge is +2. The value obtained for the orbital gap is 6.7785 eV.

DFT (ωB97M-V/def2-TZVPD) results for the ion C2H5O2S2 with charge -1.

Atoms and positions in Å:
1 C 0.980 0.205 -0.830
2 C 0.833 0.117 0.646
3 O -3.153 -0.355 1.073
4 O -1.466 -1.125 -0.488
5 S -0.518 1.163 1.238
6 S -2.182 0.029 0.073
7 H 0.132 -0.437 -1.233
8 H 1.126 1.259 -1.028
9 H 1.888 -0.267 -1.275
10 H 1.683 0.355 1.153
11 H 0.676 -0.945 0.671

Its charge is -1. The value obtained for the orbital gap is 7.3215 eV.

no.,maximum force (eV Å⁻¹)
1,5.612
2,4.037
3,3.169
4,1.111
5,5.006
6,1.856
7,4.951
8,0.505
9,2.960